The following is a quantum chemistry calculation of a 2-piece molecular cluster, CH6O overall, from OMol25.

## Properties
* charge: 0
* calculated total energy: -3181.6493 eV
* structure (SMILES): C.O
* energy relative to the best compared isomer or geometry (same formula, charge and spin): 0.025 eV
* LUMO energy: 0.96 eV

Each line ends with the Mulliken charge.
Cartesian coordinates (Å):
O: -4.491 1.416 -0.819  -0.650
C: 2.659 -0.621 0.559  -0.854
H: 1.561 -0.585 0.603  0.211
H: -3.792 1.068 -1.417  0.325
H: 3.002 -1.643 0.779  0.215
H: 2.995 -0.331 -0.447  0.214
H: -5.013 0.622 -0.560  0.325
H: 3.079 0.074 1.301  0.214